ORCA calculation (ωB97M-V with the def2-TZVPD basis set) on a cluster of 5 separate species, C31H69N3O5 in total at a distorted geometry.

HOMO-LUMO gap   0.302 hartree
LUMO energy   0.29 eV
Relative energy (zero: lowest compared OMol25 entry of this formula, charge and spin)   99.4 kcal/mol
SMILES   CC1(C)CCCC(C)(C)N1O.CC1(C)CCCC(C)(C)N1O.CC1(C)CCCC(C)(C)N1O.CCO.CCO
Highest occupied orbital energy   -7.93 eV
Charge   0

Cartesian coordinates (Å):
C 0.9220 9.9175 2.8730
C 2.0513 8.9323 2.4721
C 3.4215 9.5833 2.8696
C 1.9007 7.6583 3.3707
C 0.7043 6.7860 2.9716
C 0.9337 6.3226 1.5227
C 1.1334 7.5229 0.5381
C 1.7798 6.8472 -0.6939
C -0.1863 8.1658 0.0899
N 2.1405 8.4884 1.0190
O 2.3476 9.5444 0.1569
H 0.7108 10.7346 2.1832
H -0.0328 9.4075 3.0004
H 1.1961 10.4350 3.7924
H 4.2721 8.9176 2.7234
H 3.6263 10.4851 2.2926
H 3.3672 9.8430 3.9268
H 2.8229 7.0791 3.4167
H 1.7813 7.9708 4.4081
H 0.6559 5.8887 3.5885
H -0.2793 7.2272 3.1331
H 0.0675 5.8014 1.1152
H 1.6418 5.4940 1.5084
H 1.2110 5.9961 -1.0684
H 2.6975 6.3537 -0.3739
H 2.1393 7.5101 -1.4809
H -0.9514 7.4073 -0.0757
H 0.0166 8.8666 -0.7199
H -0.6026 8.7145 0.9347
H 1.5067 10.0062 0.1924
C 5.7953 -9.1669 -1.0955
C 4.2695 -9.1588 -1.2162
C 3.6588 -10.3993 -0.5879
C 3.7456 -7.9252 -0.4290
C 2.3823 -7.4107 -0.9821
C 2.6104 -6.9411 -2.3841
C 3.5692 -7.8593 -3.3605
C 2.8907 -8.1188 -4.7462
C 4.8879 -7.1056 -3.6505
N 3.9358 -9.1255 -2.6469
O 4.6680 -10.0036 -3.4438
H 6.4250 -9.7596 -1.7590
H 6.1519 -8.1481 -1.2471
H 6.1000 -9.4233 -0.0809
H 2.6650 -10.0870 -0.2668
H 3.3286 -11.1852 -1.2672
H 4.1252 -10.9702 0.2150
H 3.7295 -8.1601 0.6353
H 4.4858 -7.1316 -0.3268
H 1.6512 -8.2145 -0.8957
H 2.0193 -6.6279 -0.3160
H 2.9253 -5.8976 -2.3876
H 1.6028 -6.7850 -2.7695
H 2.5550 -7.2465 -5.3071
H 1.9736 -8.6889 -4.8944
H 3.5683 -8.6619 -5.4049
H 5.2664 -6.7780 -2.6823
H 4.7198 -6.0824 -3.9865
H 5.5270 -7.7445 -4.2601
H 4.0155 -10.6188 -3.7865
C -5.1124 -1.8271 2.8561
C -5.5166 -0.4571 3.3907
C -4.9177 0.5710 2.3767
C -7.0231 -0.4065 3.3251
C -7.7322 0.7998 4.0475
C -7.2535 0.6658 5.4677
C -5.7354 0.7600 5.6118
C -5.1641 2.2686 5.3605
C -5.4063 0.4384 7.1216
N -5.0972 -0.2479 4.7625
O -3.7330 -0.3411 4.9266
H -5.6763 -2.5820 3.4041
H -5.2461 -1.9739 1.7843
H -4.1049 -2.1481 3.1206
H -5.3155 0.4109 1.3746
H -5.3139 1.5437 2.6683
H -3.8408 0.7390 2.3838
H -7.4147 -0.6039 2.3272
H -7.4596 -1.2280 3.8932
H -7.4898 1.7290 3.5318
H -8.8191 0.7751 4.1264
H -7.7412 -0.2278 5.8570
H -7.6668 1.4755 6.0691
H -4.3240 2.4411 4.6877
H -4.8506 2.7897 6.2651
H -6.0631 2.8277 5.1012
H -4.4085 0.0107 7.2197
H -6.0593 -0.2067 7.7095
H -5.4887 1.4004 7.6273
H -3.5635 -1.2678 4.7421
C 0.9283 0.6268 -9.6621
C 0.6555 -0.1769 -10.9003
O 1.0017 -1.5352 -10.7409
H 0.4090 0.2135 -8.7974
H 0.8208 1.6893 -9.8800
H 1.9307 0.5401 -9.2427
H 1.1869 0.1625 -11.7894
H -0.3891 -0.1186 -11.2064
H 0.3108 -2.0159 -10.2792
C 1.7915 -0.0539 -3.2880
C 0.6591 0.1439 -2.2936
O -0.5415 -0.3078 -2.9177
H 1.5524 0.5336 -4.1744
H 1.8341 -1.0724 -3.6738
H 2.7872 0.2600 -2.9748
H 0.6528 1.1996 -2.0224
H 0.9597 -0.3589 -1.3745
H -1.2564 -0.3394 -2.2778

Cartesian forces (eV/Å) of the 3 atoms listed first:
-0.123 -0.013 -0.441
1.038 -0.312 0.105
-0.669 -0.144 -0.409